A structure of composition C35H93ClFN6O8PSi2 at a distorted geometry, computed with wB97M-V/def2-TZVPD.

The geometry in ORCA input format:
```
! RIJCOSX wB97M-V def2-TZVPD def2/J DEFGRID3
* xyz 0 1
C 1.99675 -4.96257 0.14840
C 1.46797 -3.81933 -0.92451
C 2.31392 -3.99526 -2.32295
C 2.13636 -2.71984 -3.37350
C 3.18128 -1.56157 -2.86924
C 2.61723 -0.08482 -3.30656
Si 1.51754 0.70698 -1.93794
O 0.29738 -0.38773 -1.25737
Si -1.29591 0.35149 -1.29486
C -2.24565 0.34087 0.37889
C -1.53534 -0.51624 1.58182
F -0.83864 -1.75043 1.14886
C -2.26237 -0.43893 -2.77480
C -3.28870 -1.64732 -2.35083
C -2.69563 -2.69949 -1.23854
Cl -3.56784 -2.65769 -3.92201
P 2.87557 1.18889 -0.22480
O 2.22150 0.61637 1.11725
H 1.49551 -4.78961 1.20332
H 1.57664 -6.00569 -0.24858
H 3.15989 -4.95894 0.28526
H 0.32963 -4.10228 -1.14653
H 1.56143 -2.76133 -0.42581
H 3.43639 -4.16894 -2.03978
H 1.85178 -4.93253 -2.89836
H 2.31698 -3.07286 -4.49522
H 1.03031 -2.31832 -3.33221
H 4.24210 -1.82755 -3.28833
H 3.20284 -1.59198 -1.68801
H 3.57210 0.61436 -3.42550
H 2.11964 -0.11684 -4.37997
H 0.94326 1.94195 -2.47243
H -1.08801 1.77406 -1.65709
H -3.36530 0.00602 0.14795
H -2.32176 1.46884 0.75130
H -2.41991 -0.87432 2.29906
H -0.83686 0.14837 2.28576
H -1.52920 -0.73397 -3.66869
H -2.93903 0.43713 -3.22065
H -4.37465 -1.25531 -2.05393
H -2.97232 -2.35830 -0.13010
H -1.52110 -2.87928 -1.32711
H -3.21304 -3.75591 -1.37440
H 2.88157 2.62881 -0.14071
H 4.17580 0.58195 -0.35122
C -8.29495 -6.47782 -0.90073
C -7.30495 -5.56123 -1.61574
C -6.06333 -6.30210 -2.16446
O -5.09573 -6.64459 -1.16835
C -5.39463 -7.82751 -0.44362
N -6.92329 -4.46896 -0.70894
H -7.96026 -6.76129 0.10004
H -9.26065 -5.97217 -0.77977
H -8.46914 -7.39212 -1.47604
H -7.83145 -5.12609 -2.47375
H -5.54753 -5.62554 -2.85539
H -6.34689 -7.18415 -2.75057
H -5.89373 -8.57795 -1.06330
H -6.00316 -7.58594 0.42969
H -4.45363 -8.25000 -0.08024
H -6.34165 -3.80573 -1.22237
H -6.28409 -4.86225 -0.01158
C 3.16603 -2.98575 4.63704
C 1.73879 -2.57769 4.27933
C 0.71684 -2.85426 5.40659
O 0.33995 -4.22814 5.53381
C 1.25908 -5.02215 6.26771
N 1.35118 -3.24135 3.02620
H 3.32238 -4.06574 4.58161
H 3.87764 -2.52704 3.93984
H 3.42832 -2.65243 5.64569
H 1.74795 -1.49497 4.10503
H -0.20652 -2.31736 5.16102
H 1.05967 -2.45450 6.36816
H 1.73307 -4.46328 7.07966
H 2.01362 -5.43571 5.59616
H 0.71061 -5.86304 6.70141
H 0.43729 -2.88931 2.73873
H 1.17309 -4.22595 3.24624
C -9.88095 0.07275 -0.16696
C -8.89094 0.98933 -0.88197
C -7.64933 0.24847 -1.43069
O -6.68173 -0.09402 -0.43458
C -6.98063 -1.27694 0.29014
N -8.50929 2.08161 0.02483
H -9.54626 -0.21072 0.83381
H -10.84665 0.57840 -0.04600
H -10.05514 -0.84156 -0.74227
H -9.41745 1.42448 -1.73998
H -7.13353 0.92502 -2.12163
H -7.93289 -0.63358 -2.01680
H -7.47973 -2.02738 -0.32954
H -7.58915 -1.03537 1.16346
H -6.03963 -1.69943 0.65352
H -7.92765 2.74484 -0.48861
H -7.87009 1.68832 0.72219
C 7.88600 2.50057 1.13419
C 6.63644 2.72620 1.98222
C 6.88568 2.57528 3.50100
O 6.99782 1.22066 3.94620
C 8.27926 0.64357 3.74940
N 5.57376 1.82254 1.51839
H 8.14458 1.44340 1.03702
H 7.72876 2.88231 0.11810
H 8.74722 3.02700 1.55662
H 6.30993 3.75817 1.80565
H 6.01586 2.98648 4.02588
H 7.75028 3.16482 3.82790
H 9.08515 1.37286 3.87155
H 8.33084 0.17747 2.76379
H 8.41337 -0.14716 4.49290
H 4.71290 2.04568 2.01930
H 5.80918 0.88178 1.84873
C -0.12784 5.49454 -6.54800
C 1.16362 4.72250 -6.28810
C 0.94570 3.20460 -6.08788
O 0.42285 2.85040 -4.80454
C -0.98348 2.99731 -4.68410
N 1.85730 5.32315 -5.13960
H -0.71709 5.64846 -5.64081
H 0.09938 6.48935 -6.95003
H -0.75430 4.97615 -7.28019
H 1.79703 4.84752 -7.17461
H 1.92367 2.71417 -6.15276
H 0.33219 2.77653 -6.88931
H -1.50541 2.76710 -5.61730
H -1.22546 4.00759 -4.34926
H -1.33246 2.30452 -3.91320
H 2.76518 4.86934 -5.03195
H 1.34613 5.04504 -4.29643
C 4.48567 5.91556 3.40725
C 5.73621 6.79040 3.35941
C 5.53393 8.19097 3.98318
O 4.80896 9.10399 3.15458
C 3.39905 8.95247 3.21007
N 6.20278 6.88257 1.96843
H 3.74446 6.19781 2.65568
H 4.74800 4.86815 3.21489
H 4.01101 5.96306 4.39200
H 6.50873 6.27959 3.94680
H 6.52310 8.64186 4.12249
H 5.08117 8.12665 4.97958
H 3.05306 8.65685 4.20463
H 3.07199 8.22971 2.46042
H 2.94399 9.91441 2.95784
H 7.09209 7.38328 1.95423
H 5.56280 7.51170 1.47428
*
```

- LUMO: 0.453 eV
- E_tot: -103401.857 eV
- Molar mass: 867.760 g/mol
- F_max: 0.1027 Eh/bohr
- Kohn-Sham gap: 9.130 eV
- Highest occupied orbital energy: -0.319 Ha

Here are the Löwdin charges for atoms 1 to 99, given in e: C -0.1473; C -0.2528; C -0.2261; C -0.2146; C -0.2668; C -0.3275; Si 0.4486; O -0.4128; Si 0.5314; C -0.2512; C -0.1866; F -0.1505; C -0.3091; C -0.6759; C -0.1498; Cl 0.4501; P 0.6124; O -0.5980; H 0.0436; H 0.0833; H 0.0778; H 0.1044; H 0.1027; H 0.1088; H 0.1178; H 0.1180; H 0.1045; H 0.1173; H 0.0953; H 0.0887; H 0.0926; H -0.0316; H -0.0180; H 0.0863; H 0.1015; H 0.1228; H 0.1369; H 0.0984; H 0.0904; H 0.1072; H 0.0812; H 0.0833; H 0.0754; H -0.0188; H -0.0137; C -0.0747; C -0.4209; C -0.1939; O -0.1977; C -0.1080; N 0.0411; H 0.0639; H 0.0769; H 0.0782; H 0.1357; H 0.1144; H 0.1180; H 0.0901; H 0.0728; H 0.0887; H 0.0645; H 0.0805; C -0.0716; C -0.4184; C -0.1961; O -0.1947; C -0.1115; N 0.0453; H 0.0626; H 0.0767; H 0.0761; H 0.1363; H 0.1168; H 0.1153; H 0.0887; H 0.0726; H 0.0859; H 0.0565; H 0.0666; C -0.0741; C -0.4300; C -0.1989; O -0.2152; C -0.1117; N 0.0329; H 0.0647; H 0.0775; H 0.0788; H 0.1341; H 0.1184; H 0.1185; H 0.0647; H 0.0765; H 0.0819; H 0.0710; H 0.0712; C -0.0706; C -0.4254; C -0.1975